(1)
{
  "formula": "C7H14N2O2",
  "method": "ωB97M-V/def2-TZVPD",
  "elements": ["C", "C", "N", "C", "C", "N", "C", "C", "C", "O", "O", "H", "H", "H", "H", "H", "H", "H", "H", "H", "H", "H", "H", "H", "H"],
  "coordinates": [[-2.534, 0.590, -1.282], [-1.030, 0.552, -1.358], [-0.313, -0.352, -0.455], [1.001, -0.682, -0.850], [2.123, 0.307, -0.536], [2.168, 0.704, 0.824], [0.795, 1.026, 1.322], [-0.288, 0.065, 0.920], [-0.219, -1.242, 1.639], [0.838, -1.850, 1.880], [-1.387, -1.888, 1.808], [-2.945, -0.389, -1.702], [-2.872, 0.632, -0.213], [-2.982, 1.324, -1.831], [-0.683, 1.652, -1.235], [-0.732, 0.308, -2.388], [1.103, -0.872, -1.973], [1.135, -1.656, -0.361], [2.120, 1.144, -1.249], [3.066, -0.160, -0.955], [2.578, -0.007, 1.423], [0.756, 1.142, 2.455], [0.618, 2.006, 0.959], [-1.266, 0.541, 1.209], [-1.051, -2.896, 1.950]],
  "forces_ev_per_angstrom": [[0.02, -4.31, 2.12], [1.10, 2.39, -0.49], [-1.90, 1.24, -1.04], [1.60, -1.54, -2.25], [0.86, -1.00, -2.02], [-0.30, 0.40, 1.80], [1.63, -0.19, 1.35], [-1.89, 0.66, 1.21], [1.97, -2.61, 0.53], [-1.76, 1.44, -0.11], [1.20, -2.78, 0.28], [0.43, 1.06, 0.68], [0.11, 0.13, -0.93], [-0.85, 2.29, -1.36], [-0.19, -1.37, -0.02], [-0.02, -0.13, 0.33], [-0.68, 0.11, 1.33], [0.95, 0.22, -0.26], [-0.73, 0.44, 0.48], [-0.63, 0.10, 1.26], [-0.15, -0.05, -0.32], [0.45, -0.32, -1.36], [-0.66, 0.99, -0.57], [0.71, -0.46, -0.45], [-1.25, 3.30, -0.20]],
  "lowdin_charge": [-0.087, -0.248, -0.127, -0.206, -0.236, -0.047, -0.137, -0.268, -0.469, 0.059, 0.074, 0.102, 0.082, 0.031, 0.138, 0.115, 0.143, 0.114, 0.110, 0.133, 0.105, 0.152, 0.098, 0.162, 0.207],
  "total_energy_ha": -535.07476,
  "smiles": "CCN1CCNC[C@@H]1C(=O)O",
  "charge": 0,
  "e_above_lowest_kcal_mol": 15.1,
  "homo_ha": -0.2956
}

***

(2)
{
  "formula": "C22H28F5NOPdSi2Te2",
  "method": "ωB97M-V/def2-TZVPD",
  "elements": ["Pd", "C", "Si", "C", "C", "C", "C", "C", "C", "C", "Si", "C", "C", "H", "H", "H", "H", "H", "H", "H", "H", "H", "H", "H", "H", "H", "H", "H", "H", "C", "C", "C", "C", "N", "C", "C", "H", "H", "H", "H", "H", "H", "H", "F", "Te", "F", "F", "F", "F", "O", "Te", "C", "C", "C", "C", "C", "C", "H", "H", "H", "H", "H"],
  "coordinates": [[-0.986, -0.015, -0.095], [1.621, -2.572, -0.191], [1.149, -0.799, 0.277], [1.529, -0.754, 2.135], [2.547, 0.306, -0.428], [3.838, -0.237, -0.375], [4.951, 0.441, -0.851], [4.789, 1.702, -1.404], [3.521, 2.265, -1.448], [2.381, 1.601, -0.967], [0.735, 2.561, -1.148], [1.161, 4.400, -1.049], [0.178, 2.144, -2.894], [2.627, -2.817, 0.162], [1.581, -2.731, -1.272], [0.924, -3.272, 0.277], [2.568, -1.053, 2.309], [0.873, -1.433, 2.688], [1.384, 0.250, 2.541], [3.982, -1.221, 0.059], [5.934, -0.012, -0.790], [5.644, 2.242, -1.799], [3.411, 3.257, -1.875], [1.737, 4.772, -1.903], [1.736, 4.600, -0.138], [0.220, 4.953, -0.995], [0.924, 2.443, -3.640], [-0.763, 2.643, -3.147], [0.018, 1.067, -2.988], [-2.001, 0.921, 6.419], [-1.759, 0.754, 4.943], [-1.300, 1.797, 4.156], [-1.111, 1.604, 2.791], [-1.367, 0.447, 2.196], [-1.816, -0.560, 2.942], [-2.017, -0.456, 4.306], [-1.744, 1.929, 6.744], [-1.404, 0.212, 6.996], [-3.052, 0.743, 6.657], [-1.106, 2.772, 4.589], [-0.763, 2.397, 2.140], [-2.040, -1.475, 2.408], [-2.391, -1.305, 4.868], [-2.770, 2.947, 0.835], [-2.614, 2.023, -0.866], [-3.428, 0.537, 0.372], [-4.474, 2.472, -0.809], [-3.224, 2.050, -2.820], [-2.305, 3.866, -1.379], [-0.323, 2.257, 0.036], [-2.370, -1.133, -1.973], [-1.761, -3.029, -2.731], [-2.208, -3.455, -3.985], [-1.862, -4.702, -4.490], [-1.053, -5.560, -3.754], [-0.598, -5.150, -2.506], [-0.947, -3.902, -2.005], [-2.842, -2.796, -4.570], [-2.219, -5.005, -5.469], [-0.783, -6.534, -4.147], [0.030, -5.807, -1.912], [-0.591, -3.592, -1.033]],
  "forces_ev_per_angstrom": [[0.58, -0.76, 0.89], [-0.07, -0.01, -0.11], [-0.19, 0.13, -0.36], [-0.32, 0.04, 0.13], [-0.19, 0.11, -0.21], [-0.03, 0.00, 0.04], [-0.02, 0.01, 0.03], [-0.03, -0.01, -0.01], [-0.01, -0.11, 0.04], [0.20, 0.09, 0.04], [-0.13, 0.02, 0.36], [0.22, 0.01, -0.12], [-0.15, 0.12, -0.04], [-0.03, 0.01, 0.00], [0.01, -0.01, 0.05], [0.07, 0.03, 0.02], [0.00, 0.00, -0.08], [0.05, 0.01, 0.02], [0.04, -0.02, -0.01], [0.03, 0.02, -0.04], [0.00, -0.02, -0.01], [0.00, 0.01, 0.02], [0.01, -0.01, 0.02], [-0.05, 0.02, 0.03], [-0.04, 0.02, -0.02], [-0.01, -0.07, -0.01], [0.07, 0.01, 0.11], [0.04, -0.06, -0.02], [-0.03, 0.00, -0.02], [0.05, 0.01, -0.06], [-0.02, 0.04, -0.02], [-0.04, -0.01, -0.01], [-0.05, 0.19, 0.04], [0.42, -0.20, 0.26], [-0.14, 0.05, 0.01], [-0.06, -0.04, 0.03], [-0.01, -0.01, 0.01], [-0.02, 0.00, 0.01], [0.01, 0.00, 0.02], [0.03, -0.01, -0.01], [0.00, -0.07, -0.07], [0.02, -0.03, 0.00], [0.01, -0.01, -0.04], [0.33, -0.12, 0.24], [-2.79, 2.78, 0.20], [0.19, -0.36, -0.23], [0.00, -0.02, -0.07], [0.38, -0.43, -0.05], [0.40, 0.02, -0.11], [0.81, -0.15, -0.46], [0.55, -1.31, -0.48], [0.11, 0.16, 0.14], [-0.04, -0.03, -0.03], [0.01, 0.00, 0.06], [-0.01, 0.02, 0.01], [-0.03, 0.05, -0.01], [-0.07, -0.08, -0.04], [0.05, -0.01, -0.01], [-0.02, 0.01, 0.01], [0.01, 0.00, -0.01], [0.01, 0.01, -0.02], [-0.10, -0.04, -0.05]],
  "lowdin_charge": [0.185, -0.239, 0.519, -0.217, -0.259, -0.130, -0.123, -0.121, -0.116, -0.213, 0.266, -0.175, -0.185, 0.008, 0.026, 0.011, 0.020, 0.012, 0.018, 0.075, 0.084, 0.085, 0.079, 0.011, 0.022, 0.020, 0.023, 0.008, 0.000, -0.063, -0.286, -0.016, -0.124, 0.001, -0.140, -0.040, 0.067, 0.073, 0.076, 0.105, 0.088, 0.110, 0.103, -0.481, 1.729, -0.652, -0.480, -0.620, -0.488, -0.569, 0.926, -0.646, -0.183, -0.132, -0.142, -0.118, -0.174, 0.080, 0.084, 0.078, 0.089, 0.048],
  "total_energy_ha": -2727.55302,
  "charge": -2,
  "e_above_lowest_kcal_mol": 56.5,
  "homo_ha": -0.0423
}

***

(3)
{
  "formula": "C35H31F3NO6PS3",
  "method": "ωB97M-V/def2-TZVPD",
  "elements": ["O", "S", "O", "C", "C", "C", "C", "C", "C", "N", "S", "C", "F", "F", "F", "S", "O", "O", "C", "C", "C", "C", "C", "C", "H", "H", "H", "H", "H", "H", "H", "H", "H", "H", "C", "C", "O", "C", "O", "C", "P", "C", "C", "C", "C", "C", "C", "C", "C", "C", "C", "C", "C", "C", "C", "C", "C", "C", "C", "H", "H", "H", "H", "H", "H", "H", "H", "H", "H", "H", "H", "H", "H", "H", "H", "H", "H", "H", "H", "H"],
  "coordinates": [[2.992, -1.810, 3.476], [1.741, -1.157, 3.749], [1.633, 0.272, 3.861], [1.014, -1.820, 5.259], [0.868, -0.932, 6.329], [0.412, -1.414, 7.558], [0.080, -2.763, 7.711], [0.245, -3.642, 6.634], [0.722, -3.171, 5.406], [0.692, -1.598, 2.315], [-0.193, -0.386, 1.488], [-1.661, -0.312, 2.633], [-2.529, 0.570, 2.075], [-1.344, 0.115, 3.879], [-2.289, -1.514, 2.742], [1.026, -3.109, 1.469], [2.122, -2.893, 0.559], [1.055, -4.129, 2.487], [-0.500, -3.303, 0.579], [-1.446, -4.238, 1.003], [-2.662, -4.328, 0.327], [-2.938, -3.485, -0.753], [-1.952, -2.599, -1.197], [-0.709, -2.556, -0.580], [1.098, 0.121, 6.193], [0.322, -0.722, 8.396], [-0.305, -3.128, 8.663], [0.014, -4.700, 6.741], [0.848, -3.835, 4.562], [-1.235, -4.863, 1.867], [-3.404, -5.064, 0.638], [-3.894, -3.547, -1.276], [-2.135, -1.944, -2.047], [0.088, -1.938, -0.983], [-3.359, -3.416, -4.271], [-2.785, -2.250, -5.030], [-2.505, -1.177, -4.095], [-2.138, -0.046, -4.763], [-1.890, -0.095, -5.985], [-2.107, 1.175, -3.999], [-1.964, 2.562, -5.035], [-0.297, 2.601, -5.764], [-0.049, 2.710, -7.142], [1.263, 2.742, -7.620], [2.339, 2.591, -6.744], [2.096, 2.413, -5.377], [0.783, 2.415, -4.890], [-3.015, 2.909, -6.487], [-2.832, 4.155, -7.122], [-3.545, 4.493, -8.271], [-4.485, 3.601, -8.791], [-4.704, 2.379, -8.149], [-3.976, 2.028, -7.004], [-2.209, 4.110, -4.121], [-1.157, 5.001, -3.871], [-1.390, 6.166, -3.134], [-2.668, 6.449, -2.651], [-3.731, 5.587, -2.940], [-3.504, 4.421, -3.676], [-3.560, -4.227, -4.977], [-2.676, -3.790, -3.507], [-4.302, -3.147, -3.793], [-1.859, -2.526, -5.553], [-3.523, -1.898, -5.765], [-2.354, 1.180, -2.946], [-0.876, 2.777, -7.848], [1.436, 2.881, -8.690], [3.363, 2.601, -7.124], [2.923, 2.275, -4.682], [0.597, 2.262, -3.826], [-2.115, 4.872, -6.715], [-3.363, 5.457, -8.750], [-5.048, 3.866, -9.688], [-5.450, 1.686, -8.540], [-4.157, 1.070, -6.519], [-0.161, 4.787, -4.254], [-0.561, 6.843, -2.932], [-2.838, 7.337, -2.042], [-4.735, 5.811, -2.585], [-4.333, 3.753, -3.913]],
  "forces_ev_per_angstrom": [[-0.84, 0.22, 0.25], [0.05, 0.16, -0.80], [0.09, -0.74, -0.34], [-0.12, -0.04, 0.01], [-0.10, -0.02, -0.08], [0.01, -0.08, -0.13], [0.17, 0.03, -0.37], [0.08, 0.37, -0.09], [-0.11, -0.02, 0.20], [0.26, 0.10, 0.64], [0.10, -0.06, 1.77], [-0.13, -0.23, -0.37], [0.56, -0.54, 0.50], [-0.38, -0.49, -1.08], [0.54, 1.04, 0.11], [-0.40, 0.19, 0.10], [-0.82, -0.12, 0.66], [0.43, 0.48, -0.47], [0.06, -0.39, -0.52], [0.06, 0.35, 0.27], [-0.14, -0.01, -0.21], [0.44, -0.06, 0.28], [-0.05, -0.02, -0.22], [-0.12, -0.07, 0.12], [-0.02, -0.23, 0.04], [-0.04, -0.21, -0.25], [0.15, 0.09, -0.23], [0.01, 0.23, -0.01], [0.03, -0.06, 0.09], [-0.05, 0.14, -0.16], [0.24, 0.21, -0.01], [0.28, 0.06, 0.23], [0.02, -0.24, 0.13], [-0.19, -0.01, 0.13], [-0.02, -0.25, 0.08], [0.02, -0.11, 0.08], [-0.06, -0.05, -0.66], [0.32, 0.88, -0.84], [-0.29, 0.27, 1.19], [-0.51, -0.28, -0.99], [0.49, -0.44, 0.12], [0.47, -0.19, -0.31], [0.15, 0.19, 0.30], [-0.06, -0.09, 0.07], [-0.24, 0.01, 0.24], [-0.29, 0.07, -0.15], [0.28, 0.09, -0.27], [-0.75, -0.07, -0.47], [-0.05, -0.13, 0.06], [0.03, -0.17, 0.22], [0.08, -0.14, 0.20], [0.09, 0.11, 0.10], [0.12, 0.27, -0.05], [0.13, 0.24, 0.44], [-0.32, 0.01, 0.12], [-0.10, -0.12, -0.01], [0.03, -0.22, -0.13], [0.26, -0.21, -0.12], [0.21, 0.20, 0.14], [0.01, 0.05, 0.09], [-0.01, 0.00, -0.11], [0.00, 0.02, 0.03], [-0.31, 0.14, 0.09], [0.38, -0.01, 0.11], [-0.15, 0.37, -0.16], [0.26, 0.01, 0.21], [-0.03, -0.13, 0.34], [-0.31, 0.00, 0.12], [-0.15, 0.02, -0.17], [0.04, 0.02, -0.27], [-0.18, -0.23, -0.12], [-0.09, -0.28, 0.13], [0.15, -0.13, 0.28], [0.21, 0.18, 0.10], [0.15, 0.22, -0.13], [-0.19, 0.05, 0.13], [-0.23, -0.14, -0.04], [0.03, -0.17, -0.21], [0.22, -0.03, -0.07], [0.18, 0.13, 0.10]],
  "lowdin_charge": [-0.270, 0.697, -0.310, -0.264, -0.057, -0.067, -0.068, -0.057, -0.045, -0.600, 1.053, -0.777, 0.075, 0.093, 0.088, 0.667, -0.266, -0.308, -0.324, -0.052, -0.062, -0.059, -0.061, -0.106, 0.114, 0.110, 0.107, 0.109, 0.086, 0.116, 0.110, 0.107, 0.092, 0.111, -0.080, -0.228, -0.058, -0.594, -0.013, -0.163, 1.042, -0.292, -0.060, -0.074, -0.080, -0.073, -0.093, -0.295, -0.102, -0.077, -0.081, -0.072, -0.055, -0.301, -0.069, -0.074, -0.080, -0.073, -0.073, 0.083, 0.060, 0.078, 0.128, 0.124, 0.062, 0.104, 0.107, 0.105, 0.104, 0.112, 0.115, 0.107, 0.105, 0.105, 0.105, 0.100, 0.106, 0.105, 0.105, 0.115],
  "total_energy_ha": -3693.96444,
  "smiles": "O=S(=O)(c1ccccc1)N(SC(F)(F)F)S(=O)(=O)c1ccccc1.CCOC(=O)C=P(c1ccccc1)(c1ccccc1)c1ccccc1",
  "charge": 0,
  "e_above_lowest_kcal_mol": 0.0,
  "homo_ha": -0.2906
}

***

Number 1: LUMO energy 0.732 eV. Number 2: LUMO energy 4.281 eV. Number 3: LUMO energy 0.047 eV.